Entry 1:
ORCA calculation (ωB97M-V/def2-TZVPD) on a structure of composition C17H25N5O5PdSSe in a non-equilibrium geometry.

Last column: natural (NBO) charge in e.
CARTESIAN COORDINATES (ANGSTROEM)
H -0.89714 -3.38396 4.59739  0.242
N 3.28346 0.46814 -0.36971  -0.117
Pd 0.81856 1.33264 -1.41761  1.050
C 1.45226 -1.29336 -0.25901  0.822
H -0.34264 0.03674 2.70409  0.261
C -2.12114 -4.98926 3.85169  -0.164
H -3.90454 1.04214 -2.43421  0.248
H -2.01904 -5.58876 4.74399  0.245
H 2.41526 0.60924 -4.19601  0.514
N -2.39734 -2.55986 0.57269  -0.496
C 3.03256 -0.91186 -0.20121  -0.373
H -2.84194 -2.60966 -0.33251  0.453
O 0.75696 1.06554 1.15209  -0.612
C -0.41604 -0.96966 3.10919  -0.426
H 0.58456 -1.40616 3.15159  0.237
C -3.06234 -4.77056 1.61159  -0.237
H 3.92056 2.06954 -1.52711  0.248
C -1.28194 3.08164 -2.22451  0.340
H -0.59344 5.79214 -2.28881  0.231
C -1.66584 -3.03416 2.61239  0.117
H -1.74154 1.32824 -3.08271  0.436
C -0.87694 5.31764 -1.34731  -0.429
C -2.89934 -5.47756 2.78769  -0.157
C -3.50364 2.00694 -2.13841  -0.447
C -2.42934 -3.53626 1.53389  0.198
O 1.05356 -2.02816 0.61359  -0.606
O 2.52636 0.80634 -3.25631  -0.750
H 3.89976 -0.69656 -2.85581  0.191
C -1.49194 -3.76526 3.78389  -0.208
H 3.48576 -1.50616 -0.99871  0.253
C 4.09836 0.98714 -1.45971  -0.274
H 0.03326 5.02474 -0.81781  0.241
H -0.83734 -0.94156 4.11489  0.231
C 1.59326 1.83034 0.65699  0.706
H 3.75486 2.20114 0.71589  0.259
H 5.15536 0.82224 -1.20371  0.263
H -3.69944 2.14794 -1.07401  0.213
H -4.01664 2.78104 -2.71361  0.228
H -1.43454 6.03194 -0.74811  0.238
O 1.38486 2.89254 0.04379  -0.649
H 4.57966 0.80794 -3.52601  0.219
S 0.30206 3.04874 -2.94001  -0.079
N -1.24094 -1.78116 2.26289  -0.286
C -1.67714 -1.50726 1.02419  0.215
O 0.81046 -0.82236 -1.22941  -0.771
H -3.38444 -6.43546 2.89839  0.245
N -1.70384 4.15534 -1.59251  -0.531
C 3.82536 0.39814 -2.84361  -0.081
H 3.36046 -1.27766 0.77689  0.264
C 3.09806 1.33184 0.75439  -0.335
H 3.20486 0.79504 1.69889  0.255
Se -1.59014 0.07964 0.08539  0.263
H -2.62804 4.14724 -1.17851  0.424
N -2.07384 2.00434 -2.39861  -0.565
H -3.65784 -5.15156 0.79739  0.243

Properties
multiplicity: 5
HOMO (spin up / spin down): -13.95 / -14.22 eV
orbital gap (spin up / spin down): 9.33 / 5.37 eV
total charge: +2
⟨S²⟩: 6.03
maximum force: 0.0355 hartree/bohr
DFT total energy: -4239.65147 Ha
LUMO (spin up / spin down): -4.62 / -8.85 eV

Entry 2:
ORCA calculation (ωB97M-V/def2-TZVPD) on a cluster of 3 separate species, C17H25N5O9P in total.

Last column: natural (NBO) charge in e.
CARTESIAN COORDINATES (ANGSTROEM)
H -1.75730 -5.75088 0.01818  0.225
C 2.26951 0.52751 1.81008  0.486
C -4.72905 4.75875 -1.90262  -0.102
N -0.89574 -0.82562 1.85481  -0.755
H -0.11584 -1.86062 3.49430  0.246
H -5.05127 5.39641 -2.72598  0.198
C -4.34994 3.36276 -2.36287  -0.098
H 0.64805 -6.30114 -0.23796  0.227
C -1.38329 -4.05513 1.27275  -0.236
C -2.47878 4.57553 -1.99066  0.969
H 1.67248 1.00339 -1.63190  0.135
C -1.00430 -5.14442 0.50712  -0.196
H 4.12267 1.57325 1.99009  0.240
N 4.73955 -1.67478 2.13238  -0.832
H 2.34280 -4.95033 0.91836  0.220
H 5.41392 -0.01392 0.93367  0.197
O -2.05337 -0.13953 -0.39862  -1.085
O -3.48172 5.25168 -1.39730  -0.482
H -3.75465 -1.73361 0.67254  0.536
H -4.89931 3.02436 -3.23639  0.215
C 2.24042 1.85164 -4.22943  0.961
O 1.22936 2.66419 -3.83407  -0.481
O -2.96384 3.51858 -2.68835  -0.496
H 3.90469 -0.79054 0.46764  0.194
H 3.81104 0.34280 3.21061  0.271
O -1.32608 4.85518 -1.91100  -0.583
H -1.81301 -2.18990 3.14897  0.236
N 1.66892 1.30867 0.89827  -0.341
H 4.94048 -2.45999 1.52510  0.372
N 1.40047 -0.35074 2.31123  -0.484
O -2.56504 1.04696 1.82370  -0.984
C 3.71128 0.57456 2.14965  -0.483
C -0.83016 -2.06193 2.69877  -0.241
N 0.36777 0.91204 0.81216  -0.373
C 0.23904 -0.11213 1.68477  0.608
H -0.33693 1.25575 0.17030  0.472
C 1.29399 -4.69245 1.00660  -0.186
C 0.33705 -5.45704 0.36436  -0.195
H 0.62768 -0.17636 -2.45166  0.214
O 2.15177 0.65106 -3.58557  -0.494
H 1.68036 -3.00719 2.26720  0.233
H -0.50751 1.55932 -3.72347  0.200
H -5.47910 4.77562 -1.11746  0.208
O 3.08508 2.13655 -5.00409  -0.542
H -4.44189 2.61930 -1.56813  0.175
H 5.55677 -1.55100 2.71904  0.366
P -2.26916 -0.30575 1.04359  2.473
H 2.05042 2.04758 0.32759  0.455
C 0.29656 1.90011 -3.07084  -0.104
H -0.13421 2.51291 -2.28062  0.205
O -3.41716 -1.30228 1.47643  -0.971
C 0.92015 -3.60107 1.77193  -0.241
H -2.43296 -3.81136 1.40059  0.205
C 1.16526 0.76223 -2.56939  -0.095
H -3.49799 1.30297 1.80985  0.529
C -0.42493 -3.27189 1.89984  0.010
C 4.50697 -0.48005 1.32599  -0.203

Properties
HOMO: -12.15 eV
orbital gap: 9.35 eV
total charge: +1
maximum force: 0.0143 hartree/bohr
DFT total energy: -1955.01160 Ha
LUMO: -2.80 eV

Entry 3:
ORCA calculation (ωB97M-V/def2-TZVPD) on the molecule C17H25NO4.

Last column: natural (NBO) charge in e.
CARTESIAN COORDINATES (ANGSTROEM)
C 1.29646 0.18170 -0.56391  -0.188
H -5.64607 -1.13439 -0.41677  0.192
C -8.05237 0.06387 0.18334  -0.608
H -7.95803 1.02086 -0.32314  0.199
H 0.87032 0.30556 -2.64370  0.235
C 5.47120 -2.63854 -0.45964  -0.622
C 5.64474 1.74546 0.17051  0.791
H -7.03817 -1.11403 1.65795  0.201
O 6.82135 1.96158 0.06802  -0.589
H 4.89220 -2.16662 -1.24894  0.227
H 6.73534 -0.55165 0.87894  0.226
H 5.20841 3.56535 0.52848  0.503
H 5.61170 -2.61708 1.68555  0.205
C -6.85802 -0.19575 1.09440  -0.388
O -2.77358 0.63789 0.09162  -0.496
H -1.54667 0.59482 -2.35365  0.216
H -5.06452 1.75261 0.38206  0.208
C -0.60986 0.31706 0.89517  -0.261
H -8.97236 0.07847 0.76323  0.211
C -3.70272 0.80014 -0.96321  -0.060
O 4.75819 2.70868 0.45708  -0.691
H -5.78717 1.21853 -1.14419  0.207
C 0.74728 0.17072 0.71791  -0.165
C 5.14990 -2.02012 0.89565  -0.395
C -1.46134 0.48542 -0.20150  0.317
H -3.67328 -0.07294 -1.62940  0.173
H 4.06929 -2.04043 1.05255  0.200
C -0.91901 0.47976 -1.48432  -0.269
H -6.76655 0.62040 1.81436  0.194
O 3.17415 -0.43964 -1.88069  -0.632
H 5.22541 -3.69778 -0.45300  0.212
H 5.44905 -0.22581 2.04770  0.199
H 3.19827 0.91373 0.95821  0.407
H 5.20834 0.02074 -0.99200  0.272
N 3.57392 0.42431 0.16304  -0.613
C -5.09216 0.94397 -0.35025  -0.414
H -4.76073 -0.65035 1.03210  0.213
H -1.04728 0.30297 1.88120  0.225
C 5.65646 -0.58529 1.03599  -0.386
H 6.52968 -2.53292 -0.68702  0.199
C -5.54169 -0.34621 0.33289  -0.397
C 5.00520 0.37740 0.02582  -0.179
H -3.45350 1.69782 -1.54604  0.178
C 0.44275 0.32065 -1.65257  -0.142
C 2.74816 0.02167 -0.83719  0.678
H -8.13472 -0.71828 -0.56836  0.200
H 1.37203 0.01572 1.58572  0.209

Properties
HOMO: -8.74 eV
orbital gap: 9.33 eV
SMILES: CCCCCOc1ccc(C(=O)N[C@H](CCC)C(=O)O)cc1
maximum force: 0.0124 hartree/bohr
DFT total energy: -1018.54822 Ha
LUMO: 0.59 eV

Entry 4:
ORCA calculation (ωB97M-V/def2-TZVPD) on the molecule C17H25NO4.

Last column: natural (NBO) charge in e.
CARTESIAN COORDINATES (ANGSTROEM)
H 1.48121 -0.64024 1.27843  0.213
H -0.75346 -0.77114 1.89219  0.514
C 0.23319 -0.00927 -1.78992  0.339
C -0.42039 5.32221 -2.16709  -0.608
C 0.63571 0.19523 -0.46941  -0.273
H -0.97682 2.21895 -1.11949  0.178
O -3.63517 -0.86520 2.70656  -0.582
C -0.54269 2.23400 -2.12630  -0.065
H 2.32705 5.31039 -2.38351  0.202
C -1.92146 -2.57216 2.67697  -0.158
H -1.28378 2.64378 -2.81615  0.199
H 1.03176 3.22880 -3.19655  0.207
H 0.32629 -3.52547 3.58392  0.201
C -2.94405 -3.62870 2.26175  -0.620
O -0.32803 0.91392 -2.59492  -0.481
H -0.45954 6.29711 -1.68683  0.212
C 1.30225 -2.12201 -0.27603  -0.231
C -2.49741 -1.15441 2.47245  0.779
C 1.74379 -3.24715 1.98743  -0.499
O 2.13662 -4.31461 -0.09903  -0.547
H 2.43190 -4.00104 2.37203  0.238
H 0.23448 4.24865 -0.43114  0.193
H 1.86311 6.06890 -0.86048  0.209
H 0.10289 -1.42644 -3.37980  0.229
H 0.54031 1.16178 -0.00216  0.217
C 1.94761 5.11878 -1.38226  -0.598
H -1.72835 -2.65997 3.75446  0.217
N -0.64349 -2.63762 1.98338  -0.663
H 1.05637 -3.29013 -2.04585  0.238
C 0.33150 -3.58862 2.49189  -0.198
C 0.58825 4.42520 -1.45375  -0.212
C 1.15929 -0.84721 0.26956  -0.168
H -1.41789 4.89229 -2.13930  0.206
C 0.40361 -1.28054 -2.35446  -0.266
H -0.13174 5.46487 -3.20612  0.203
H 2.67068 4.50155 -0.85375  0.207
H -3.89264 -3.42264 2.74895  0.243
H -0.80354 -2.81523 0.99457  0.377
H -2.60613 -4.62335 2.54308  0.209
C 0.93086 -2.30846 -1.61392  -0.131
H -3.09687 -3.59832 1.18421  0.208
H 1.53789 2.50621 -1.67385  0.209
O -1.59626 -0.27870 2.03665  -0.690
H 2.04041 -2.26984 2.36116  0.212
C 0.73773 3.07244 -2.15676  -0.425
H 0.09801 -4.62498 2.20910  0.185
C 1.78691 -3.30160 0.47009  0.571

Properties
HOMO: -8.87 eV
orbital gap: 9.14 eV
SMILES: CC(C)CCOc1ccc(C(=O)CCN[C@H](C)C(=O)O)cc1
maximum force: 0.0106 hartree/bohr
DFT total energy: -1018.51932 Ha
LUMO: 0.26 eV